(1)
Below is C33H38Cl2F3N3O2S in the gas phase, with properties calculated with wB97M-V/def2-TZVPD.

## Properties
- Structure (SMILES): CC(C)CCc1c2c(cc(Cl)c1N(C(=O)F)C(=O)F)Sc1c(cc(CCCCn3cccc3)c(CCCF)c1CCCCl)N2
- Frontier orbital gap: 8.77 eV
- Energy above the lowest of the compared OMol25 structures with the same formula, charge and spin: 22.04 kcal/mol
- HOMO energy: -8.37 eV

Each line ends with the Löwdin charge.
Positions of all 82 atoms, in Å:
C 5.85 -0.24 -0.51  -0.05
C 5.67 -1.80 -0.68  -0.38
C 6.92 -2.29 -1.46  -0.10
C 4.38 -2.15 -1.47  -0.15
C 3.15 -2.52 -0.58  -0.10
C 3.09 -1.55 0.63  -0.08
C 2.63 -0.26 0.41  -0.23
C 2.59 0.63 1.50  -0.40
C 2.95 0.25 2.78  -0.10
C 3.37 -1.07 2.97  -0.53
Cl 3.76 -1.54 4.61  0.76
C 3.47 -1.98 1.92  -0.18
N 3.90 -3.35 2.05  0.11
C 5.20 -3.49 2.61  -0.48
O 5.95 -2.59 2.86  0.14
F 5.65 -4.75 2.80  0.14
C 2.94 -4.18 2.68  -0.46
O 3.07 -4.83 3.67  0.19
F 1.76 -4.23 2.02  0.14
S 2.00 2.29 1.10  1.06
C 0.64 1.85 -0.01  -0.36
C 0.92 0.79 -0.89  -0.24
C -0.11 0.40 -1.72  0.03
C -1.36 1.02 -1.71  -0.16
C -2.41 0.44 -2.68  -0.13
C -3.05 -0.80 -1.95  -0.18
C -4.41 -1.22 -2.54  -0.17
C -5.65 -0.70 -1.78  -0.14
N -6.12 -1.57 -0.71  -0.12
C -7.03 -1.14 0.20  -0.15
C -7.34 -2.08 1.15  -0.07
C -6.52 -3.20 0.74  -0.11
C -5.81 -2.87 -0.39  -0.11
C -1.63 2.11 -0.86  -0.10
C -2.98 2.84 -0.86  -0.12
C -4.06 2.20 0.07  -0.15
C -3.92 2.59 1.56  -0.20
F -2.83 1.95 2.13  -0.04
C -0.58 2.51 0.01  -0.18
C -0.73 3.69 0.98  -0.16
C -0.04 4.93 0.29  -0.25
C 0.76 5.82 1.29  -0.57
Cl 2.18 6.54 0.43  0.51
N 2.21 0.13 -0.91  0.07
H 6.89 0.01 -0.75  0.07
H 5.65 0.06 0.53  0.08
H 5.13 0.30 -1.15  0.06
H 5.69 -2.29 0.31  0.11
H 7.00 -1.82 -2.45  0.08
H 7.85 -2.08 -0.91  0.08
H 6.86 -3.38 -1.64  0.08
H 4.12 -1.29 -2.11  0.10
H 4.60 -3.04 -2.08  0.11
H 3.19 -3.55 -0.21  0.11
H 2.19 -2.40 -1.10  0.12
H 2.87 0.96 3.60  0.11
H 0.08 -0.43 -2.41  0.13
H -1.93 0.12 -3.62  0.12
H -3.23 1.14 -2.88  0.10
H -3.06 -0.64 -0.86  0.11
H -2.36 -1.65 -2.11  0.11
H -4.52 -0.88 -3.59  0.12
H -4.50 -2.32 -2.59  0.10
H -5.42 0.28 -1.34  0.09
H -6.50 -0.55 -2.48  0.13
H -7.45 -0.13 0.13  0.12
H -8.03 -2.01 1.99  0.09
H -6.52 -4.14 1.29  0.09
H -5.12 -3.51 -0.94  0.11
H -3.35 2.79 -1.90  0.10
H -2.79 3.90 -0.65  0.11
H -5.03 2.63 -0.25  0.12
H -4.06 1.11 -0.05  0.09
H -3.77 3.68 1.61  0.11
H -4.87 2.33 2.06  0.12
H -0.26 3.47 1.95  0.09
H -1.79 3.96 1.08  0.07
H -0.76 5.56 -0.26  0.11
H 0.67 4.54 -0.46  0.08
H 0.14 6.66 1.61  0.07
H 1.08 5.22 2.15  0.06
H 2.89 0.81 -1.27  0.13

(2)
Below is a molecular structure, C12H15F6NO4RhS10, with properties calculated with wB97M-V/def2-TZVPD.

## Properties
- Net charge: +1
- Frontier orbital gap: 6.05 eV
- Energy above the lowest of the compared OMol25 structures with the same formula, charge and spin: 0.00 kcal/mol
- HOMO energy: -10.65 eV

Each line ends with the Löwdin charge.
Positions of all 49 atoms, in Å:
Rh -0.25 -0.40 -0.33  0.36
C -3.41 -0.28 -0.95  -0.43
C -3.37 -1.28 0.19  -0.43
S -1.80 -2.19 0.10  0.96
C -1.38 -2.45 1.84  -0.44
C -1.27 -1.18 2.67  -0.40
S -0.58 0.29 1.79  0.91
C -2.03 1.42 1.75  -0.40
C -2.28 1.98 0.36  -0.42
S -1.99 0.85 -1.03  0.90
H -3.40 -0.79 -1.92  0.10
H -4.31 0.34 -0.93  0.10
H -3.48 -0.79 1.16  0.07
H -4.17 -2.00 0.08  0.10
H -2.11 -3.13 2.28  0.10
H -0.43 -2.98 1.79  0.09
H -2.23 -0.87 3.08  0.08
H -0.59 -1.34 3.50  0.10
H -2.89 0.88 2.14  0.07
H -1.79 2.23 2.43  0.10
H -3.31 2.35 0.26  0.11
H -1.62 2.81 0.15  0.02
F 4.25 -0.69 1.12  0.15
C 4.08 -1.28 -0.06  -0.69
F 3.96 -0.36 -1.00  0.13
F 5.12 -2.06 -0.32  0.18
S 2.56 -2.33 0.03  0.65
O 1.49 -1.42 0.50  -0.46
O 2.87 -3.39 0.93  -0.21
N 2.39 -2.73 -1.47  -0.27
S 0.98 -2.67 -2.14  0.65
O 0.42 -1.30 -2.19  -0.45
O 0.07 -3.69 -1.70  -0.29
C 1.40 -3.01 -3.93  -0.68
F 0.36 -3.63 -4.46  0.17
F 2.47 -3.77 -4.00  0.18
F 1.62 -1.87 -4.55  0.17
C 3.00 2.47 1.71  -0.37
S 1.42 3.29 2.04  0.84
C 0.78 3.65 0.45  -1.01
C 0.67 2.89 -0.66  -1.09
S 1.27 1.27 -0.95  0.68
S -0.19 3.62 -2.01  0.90
C -0.63 5.12 -1.24  -1.48
S -1.66 6.20 -1.87  0.62
S 0.01 5.22 0.38  0.93
H 3.54 2.51 2.66  0.05
H 3.56 3.03 0.96  0.06
H 2.87 1.44 1.40  -0.01

(3)
Below is 19 unconnected molecules or ions with the total composition C40H128N10O19, with properties calculated with wB97M-V/def2-TZVPD.

## Properties
- Frontier orbital gap: 7.25 eV
- Energy above the lowest of the compared OMol25 structures with the same formula, charge and spin: 29.33 kcal/mol
- HOMO energy: -7.65 eV

Each line ends with the Löwdin charge.
Positions of all 197 atoms, in Å:
C 3.29 -3.61 -0.22  -0.05
C 4.57 -2.90 0.21  -0.47
C 5.03 -3.46 1.55  -0.17
O 4.15 -3.26 2.68  -0.20
C 4.87 -3.62 3.82  -0.14
N 5.50 -3.21 -0.79  0.05
H 2.46 -3.38 0.44  0.06
H 3.38 -4.69 -0.34  0.09
H 3.12 -3.41 -1.28  0.08
H 4.38 -1.83 0.23  0.14
H 6.02 -3.07 1.78  0.12
H 5.15 -4.53 1.40  0.13
H 4.34 -3.39 4.75  0.08
H 5.76 -2.99 3.90  0.09
H 5.20 -4.66 3.82  0.10
H 5.71 -4.19 -0.84  0.09
H 6.39 -2.78 -0.58  0.10
C -0.42 -1.99 -0.57  -0.06
C -0.01 -0.54 -0.79  -0.34
C -0.72 0.39 0.30  -0.21
O -0.57 1.75 0.14  -0.24
C -0.98 2.21 -1.19  -0.02
N 1.47 -0.52 -0.74  0.07
H -0.25 -2.26 0.48  0.07
H 0.02 -2.68 -1.29  0.09
H -1.49 -2.09 -0.74  0.06
H -0.38 -0.30 -1.78  0.12
H -0.29 0.27 1.29  0.11
H -1.78 0.13 0.34  0.11
H -0.16 2.01 -1.88  0.08
H -1.06 3.30 -1.20  0.06
H -1.93 1.75 -1.46  0.09
H 1.77 0.43 -0.58  0.05
H 1.81 -1.01 0.08  0.04
C -4.32 5.21 -0.83  -0.05
C -3.33 5.30 -2.00  -0.41
C -3.79 4.69 -3.34  -0.23
O -3.90 3.34 -3.18  -0.17
C -4.16 2.66 -4.39  -0.08
N -2.98 6.70 -2.22  0.03
H -3.99 5.61 0.13  0.08
H -4.51 4.16 -0.64  0.06
H -5.28 5.70 -1.01  0.08
H -2.37 4.90 -1.67  0.10
H -3.05 4.92 -4.12  0.11
H -4.74 5.09 -3.68  0.13
H -4.08 1.58 -4.26  0.06
H -3.39 2.91 -5.12  0.08
H -5.18 2.75 -4.76  0.09
H -2.54 6.73 -3.13  0.05
H -3.75 7.33 -2.37  0.07
C 1.61 -4.24 4.90  -0.05
C 0.44 -4.97 4.23  -0.42
C 0.51 -4.90 2.71  -0.24
O -0.49 -5.70 2.14  -0.17
C -0.46 -5.39 0.73  -0.09
N 0.54 -6.36 4.64  0.04
H 1.35 -4.20 5.96  0.09
H 1.74 -3.26 4.45  0.05
H 2.60 -4.66 4.71  0.06
H -0.48 -4.53 4.61  0.11
H 1.48 -5.22 2.32  0.13
H 0.38 -3.86 2.42  0.11
H -0.74 -4.39 0.41  0.05
H -1.19 -6.04 0.23  0.08
H 0.48 -5.66 0.23  0.09
H -0.27 -6.73 4.16  0.06
H 1.32 -6.81 4.19  0.08
C -3.83 -0.84 7.03  -0.06
C -2.93 -2.01 6.99  -0.41
C -2.77 -2.69 5.62  -0.15
O -2.37 -1.80 4.53  -0.23
C -2.63 -2.41 3.28  -0.10
N -1.64 -1.73 7.69  0.05
H -3.94 -0.29 6.09  0.05
H -3.60 -0.09 7.78  0.08
H -4.84 -1.17 7.27  0.08
H -3.32 -2.87 7.54  0.13
H -3.70 -3.23 5.41  0.12
H -2.11 -3.55 5.52  0.11
H -1.99 -3.28 3.19  0.07
H -2.27 -1.61 2.63  0.08
H -3.66 -2.69 3.04  0.09
H -1.90 -1.51 8.64  0.07
H -1.15 -0.94 7.30  0.04
C 2.68 -0.35 5.29  -0.03
C 1.18 -0.39 5.84  -0.39
C 0.69 0.99 6.35  -0.20
O 1.25 1.19 7.65  -0.17
C 0.59 2.15 8.40  -0.12
N 0.39 -0.80 4.73  0.05
H 3.43 -0.06 6.02  0.07
H 2.82 0.48 4.59  0.07
H 2.89 -1.28 4.76  0.04
H 1.09 -1.21 6.55  0.13
H -0.40 1.06 6.31  0.10
H 0.77 1.80 5.62  0.13
H 0.90 3.15 8.08  0.09
H 0.72 1.99 9.47  0.09
H -0.49 2.00 8.34  0.08
H 0.18 0.01 4.17  0.08
H -0.54 -1.07 5.03  0.05
C 3.18 2.41 -3.14  -0.07
C 4.45 2.50 -2.27  -0.43
C 4.14 2.44 -0.73  -0.16
O 5.28 2.35 0.12  -0.16
C 5.00 2.33 1.48  -0.15
N 5.34 1.47 -2.72  0.03
H 2.81 1.39 -3.00  0.06
H 3.43 2.53 -4.20  0.07
H 2.56 3.27 -2.92  0.06
H 4.96 3.43 -2.54  0.13
H 3.42 1.62 -0.64  0.09
H 3.63 3.37 -0.46  0.11
H 4.57 3.27 1.83  0.08
H 5.85 2.12 2.13  0.09
H 4.27 1.55 1.70  0.06
H 5.53 1.60 -3.71  0.07
H 4.74 0.66 -2.65  0.02
C 1.41 -1.43 -4.66  -0.04
C 1.76 -2.55 -5.70  -0.41
C 2.17 -2.03 -7.07  -0.27
O 1.09 -1.33 -7.58  -0.18
C 1.38 -1.00 -8.98  -0.07
N 2.78 -3.31 -5.01  0.05
H 1.98 -0.52 -4.85  0.07
H 1.61 -1.70 -3.62  0.05
H 0.34 -1.21 -4.61  0.06
H 0.86 -3.13 -5.93  0.13
H 2.38 -2.83 -7.78  0.11
H 3.09 -1.46 -6.98  0.13
H 1.52 -1.91 -9.56  0.08
H 2.17 -0.25 -9.06  0.09
H 0.42 -0.68 -9.39  0.08
H 2.16 -3.92 -4.50  0.06
H 3.27 -3.85 -5.72  0.06
C -0.38 1.94 -4.74  -0.06
C 0.28 2.75 -5.90  -0.34
C -0.84 3.57 -6.60  -0.19
O -0.12 4.46 -7.44  -0.22
C -0.85 5.46 -8.14  -0.09
N 1.28 3.71 -5.34  0.06
H -1.18 1.24 -4.99  0.07
H -0.86 2.59 -4.01  0.04
H 0.39 1.42 -4.18  0.05
H 0.78 2.03 -6.55  0.13
H -1.42 4.09 -5.84  0.10
H -1.59 3.02 -7.17  0.12
H -1.25 6.23 -7.48  0.08
H -1.70 4.96 -8.59  0.08
H -0.16 5.95 -8.83  0.09
H 1.17 4.52 -5.94  0.05
H 0.74 4.10 -4.58  0.00
C -5.55 0.79 3.98  -0.06
C -5.74 1.80 2.80  -0.40
C -4.38 2.23 2.22  -0.20
O -3.49 2.67 3.21  -0.18
C -2.17 2.93 2.87  -0.10
N -6.51 1.14 1.77  0.03
H -5.09 -0.16 3.71  0.07
H -6.44 0.56 4.57  0.07
H -4.96 1.15 4.82  0.06
H -6.20 2.66 3.29  0.13
H -4.58 2.99 1.46  0.10
H -3.88 1.53 1.56  0.12
H -2.07 3.48 1.93  0.08
H -1.63 1.99 2.77  0.08
H -1.62 3.50 3.62  0.09
H -6.80 1.80 1.07  0.07
H -7.42 0.80 2.07  0.07
O 3.80 -1.04 -2.23  -0.07
H 3.00 -0.90 -1.73  -0.03
H 4.31 -1.67 -1.71  -0.01
O -0.02 4.94 -3.13  -0.05
H -0.79 5.51 -3.10  0.02
H 0.52 5.22 -2.40  0.01
O 0.58 5.74 -0.69  -0.03
H 1.23 5.30 -0.14  0.06
H 0.20 6.41 -0.13  0.06
O -4.02 -3.13 -1.36  -0.02
H -4.10 -2.41 -0.73  0.06
H -4.92 -3.41 -1.52  0.07
O 0.21 -5.71 -3.09  -0.07
H -0.16 -5.94 -3.94  0.03
H -0.42 -5.12 -2.70  -0.03
O -3.12 -0.61 -3.14  -0.04
H -3.86 -0.52 -3.74  0.02
H -3.52 -0.69 -2.28  0.01
O 1.84 2.12 1.48  -0.05
H 2.06 1.19 1.46  -0.01
H 1.05 2.20 0.94  0.00
O 2.22 -1.08 2.09  -0.04
H 2.88 -1.75 2.29  0.01
H 1.60 -1.13 2.82  0.00
O -2.04 -4.67 -2.04  -0.06
H -2.53 -5.45 -2.32  0.06
H -2.71 -4.03 -1.82  -0.02

(4)
Below is a molecular structure, C4H3NiO4, with properties calculated with wB97M-V/def2-TZVPD.

## Properties
- Net charge: +2
- Spin multiplicity: 4
- Frontier orbital gap (alpha / beta): 5.07 / 5.95 eV
- Energy above the lowest of the compared OMol25 structures with the same formula, charge and spin: 49.82 kcal/mol
- HOMO energy (alpha / beta): -17.07 / -18.64 eV
- Expectation value of S²: 3.764

Each line ends with the Löwdin spin population.
Positions of all 12 atoms, in Å:
C -1.47 0.06 1.81  0.52
C 1.16 0.91 0.39  0.15
O -1.83 1.18 1.64  0.23
O -0.28 -0.47 1.85  0.27
C 0.61 -0.34 0.76  0.41
H 2.21 0.95 0.11  0.01
H 0.72 1.84 0.77  0.00
H 1.26 -1.22 0.75  0.02
O -0.84 -1.23 -1.92  0.05
Ni -1.82 -1.85 -3.28  0.97
C -0.13 -0.44 -1.37  0.08
O 0.43 0.62 -1.52  0.28

| no. | electronic energy (eV) |
| --- | --- |
| 1 | -87435.9372 |
| 2 | -150026.6527 |
| 3 | -97351.5387 |
| 4 | -53401.9624 |